[1]
{"formula": "C4H2NO2S", "method": "ωB97M-V/def2-TZVPD", "e_lumo_ev": 3.294, "max_force_ev_per_a": 2.73, "homo_energy_ev": -3.330, "e_above_lowest_kj_mol": 0.0, "homo_lumo_gap_ev": 6.625, "total_charge": -1, "symbols": ["C", "C", "C", "C", "N", "O", "O", "S", "H", "H"], "xyz": [[0.377626, -1.174278, 0.122299], [-1.577702, 0.092889, -0.088917], [2.096682, 1.332422, -0.237098], [-0.948691, -0.969636, 0.480933], [1.443026, -1.492705, -0.251257], [2.408456, 1.330536, -1.339606], [1.870426, 1.511571, 0.869818], [-3.260925, 0.228733, 0.060076], [-0.949344, 0.931452, -0.539486], [-1.459558, -1.790985, 0.923236]], "forces_ev_per_a": [[2.3, -1.4, -0.7], [-0.6, 0.9, 0.6], [0.4, 0.6, -0.1], [0.8, 0.6, -0.8], [-1.0, 0.7, 0.6], [0.2, -0.4, -1.7], [-0.6, -0.1, 1.8], [-0.2, 0.6, -0.4], [-0.8, -1.2, 0.3], [-0.5, -0.3, 0.3]], "mulliken_charge": [0.40, -0.19, 0.68, -0.50, -0.61, -0.38, -0.35, -0.51, 0.14, 0.33]}


[2]
{"formula": "C4H2NO2S2", "method": "ωB97M-V/def2-TZVPD", "e_lumo_ev": [2.929, 2.664], "max_force_ev_per_a": 3.31, "homo_energy_ev": [-3.549, -3.519], "e_above_lowest_kj_mol": 685.7, "homo_lumo_gap_ev": [6.478, 6.182], "total_charge": -1, "symbols": ["C", "C", "C", "C", "N", "O", "O", "S", "S", "H", "H"], "xyz": [[-1.087173, -0.077598, -0.305078], [-0.912881, -1.464744, -0.094543], [-0.061703, 0.738318, -0.094659], [1.765978, -1.334858, -0.241900], [0.001153, 2.031976, 0.126982], [-0.794871, 2.503089, 0.978947], [0.940991, 2.736206, -0.319346], [3.280812, -1.231725, 0.250926], [0.528083, -2.228879, 0.366270], [-1.987251, 0.449731, -0.501316], [-1.673138, -2.121515, -0.166288]], "forces_ev_per_a": [[0.6, -1.4, 0.5], [0.8, 2.6, -0.4], [2.3, -1.0, 0.2], [1.0, 1.1, 0.2], [0.8, 1.7, 0.6], [-0.4, 0.1, 0.0], [-0.4, -0.2, -0.5], [0.1, 0.0, -0.3], [-0.8, -0.5, 0.2], [-1.5, -0.4, -0.3], [-2.6, -2.1, -0.3]], "mulliken_charge": [-0.20, -0.49, -0.35, 0.05, 0.79, -0.63, -0.66, -0.29, -0.07, 0.36, 0.49]}


[3]
{"formula": "C4H2O2", "method": "ωB97M-V/def2-TZVPD", "e_lumo_ev": -2.177, "max_force_ev_per_a": 8.94, "homo_energy_ev": -11.061, "e_above_lowest_kj_mol": 383.8, "homo_lumo_gap_ev": 8.885, "symbols": ["C", "C", "C", "C", "H", "H", "O", "O"], "xyz": [[-2.002402, 0.506814, 0.026038], [-0.607683, 0.200895, -0.130958], [0.513948, -0.244144, 0.160648], [1.982499, -0.550880, 0.022128], [-2.084143, 1.864416, 0.283779], [2.339639, -1.852944, -0.015735], [-2.938961, -0.449947, -0.163889], [2.797100, 0.525792, -0.182009]], "forces_ev_per_a": [[-4.6, -1.7, -1.1], [2.2, -1.8, 1.7], [-0.4, 0.9, -1.7], [3.7, 3.5, -1.3], [-0.6, -4.4, -0.7], [-0.9, 4.4, 0.2], [5.5, 6.5, 1.4], [-4.9, -7.4, 1.4]], "mulliken_charge": [-0.09, 0.31, 0.21, -0.09, 0.23, 0.26, -0.42, -0.40]}


[4]
{"formula": "C4H2O2", "method": "ωB97M-V/def2-TZVPD", "e_lumo_ev": -1.467, "max_force_ev_per_a": 1.39, "homo_energy_ev": -10.135, "e_above_lowest_kj_mol": 72.3, "homo_lumo_gap_ev": 8.667, "symbols": ["O", "C", "C", "C", "C", "O", "H", "H"], "xyz": [[-2.809648, -0.436209, 0.449840], [-1.947602, 0.168311, -0.011993], [-0.889690, 0.845360, -0.517261], [0.072437, 0.018093, -0.016371], [1.538889, 0.107603, -0.147681], [2.190137, -0.788761, 0.339725], [-0.142691, -0.880935, 0.574472], [1.988168, 0.966539, -0.670733]], "forces_ev_per_a": [[0.4, 0.7, -0.6], [-1.3, -0.3, 0.4], [0.1, -0.4, 0.3], [0.1, -0.3, 0.2], [0.4, -0.2, 0.1], [0.2, 0.5, -0.3], [0.1, 0.0, 0.0], [0.0, 0.0, 0.0]], "mulliken_charge": [-0.27, 0.96, -1.10, 0.29, -0.07, -0.44, 0.25, 0.37]}


Repeat the second record exactly.
{"formula": "C4H2NO2S2", "method": "ωB97M-V/def2-TZVPD", "e_lumo_ev": [2.929, 2.664], "max_force_ev_per_a": 3.31, "homo_energy_ev": [-3.549, -3.519], "e_above_lowest_kj_mol": 685.7, "homo_lumo_gap_ev": [6.478, 6.182], "total_charge": -1, "symbols": ["C", "C", "C", "C", "N", "O", "O", "S", "S", "H", "H"], "xyz": [[-1.087173, -0.077598, -0.305078], [-0.912881, -1.464744, -0.094543], [-0.061703, 0.738318, -0.094659], [1.765978, -1.334858, -0.241900], [0.001153, 2.031976, 0.126982], [-0.794871, 2.503089, 0.978947], [0.940991, 2.736206, -0.319346], [3.280812, -1.231725, 0.250926], [0.528083, -2.228879, 0.366270], [-1.987251, 0.449731, -0.501316], [-1.673138, -2.121515, -0.166288]], "forces_ev_per_a": [[0.6, -1.4, 0.5], [0.8, 2.6, -0.4], [2.3, -1.0, 0.2], [1.0, 1.1, 0.2], [0.8, 1.7, 0.6], [-0.4, 0.1, 0.0], [-0.4, -0.2, -0.5], [0.1, 0.0, -0.3], [-0.8, -0.5, 0.2], [-1.5, -0.4, -0.3], [-2.6, -2.1, -0.3]], "mulliken_charge": [-0.20, -0.49, -0.35, 0.05, 0.79, -0.63, -0.66, -0.29, -0.07, 0.36, 0.49]}


> What is the formula in the third record?

C4H2O2


> Number 1 is which compound?

C4H2NO2S